(1)
Computed, not measured: one molecule with the formula C2H2N4O6 at a distorted geometry, with wB97M-V/def2-TZVPD.

```
14
Properties=species:S:1:pos:R:3
O 0.939 -1.915 0.592
C 0.244 -1.004 0.742
N -0.443 -0.529 1.853
O -1.479 0.340 1.498
N -1.185 0.811 0.190
C -0.083 0.073 -0.379
N 1.203 0.919 -0.261
O 2.201 0.252 -0.424
O 1.104 2.130 -0.071
N -0.235 -0.549 -1.885
O 0.092 0.239 -2.733
O -0.644 -1.656 -2.000
H -0.525 -0.890 2.775
H -1.188 1.780 0.102
```

Computed properties:
Structure (SMILES)   O=C1NONC1([N+](=O)[O-])[N+](=O)[O-]
Highest occupied orbital energy   -9.964 eV
Gap between HOMO and LUMO   9.013 eV
ΔE to the lowest compared entry with this formula, charge and spin   61.46 kJ/mol

Löwdin population analysis, charges in e, atoms 1 to 5: number 1, O, carries 0.1814; number 2, C, carries -0.4134; number 3, N, carries 0.1283; number 4, O, carries -0.0463; number 5, N, carries 0.0938

(2)
Computed, not measured: one molecule with the formula C2H2N4OS at a distorted geometry, with wB97M-V/def2-TZVPD.

```
10
Properties=species:S:1:pos:R:3
O -2.462 -1.256 -0.219
C -1.470 -0.440 0.018
N -1.667 0.852 -0.143
N -0.810 1.677 0.020
N 0.542 1.426 0.146
C 0.960 0.108 0.010
S 2.535 -0.457 -0.154
N -0.118 -0.812 0.444
H -3.365 -0.752 -0.115
H -0.080 -1.890 0.892
```

Computed properties:
Structure (SMILES)   Oc1nnnc(=S)[nH]1
Highest occupied orbital energy   -8.923 eV
Gap between HOMO and LUMO   7.636 eV
ΔE to the lowest compared entry with this formula, charge and spin   251.72 kJ/mol

Löwdin population analysis, charges in e, atoms 1 to 5: number 1, O, carries 0.1197; number 2, C, carries -0.3764; number 3, N, carries 0.0180; number 4, N, carries -0.0339; number 5, N, carries 0.0374

(3)
Computed, not measured: C2H2N6 as an isolated structure at a distorted geometry, with wB97M-V/def2-TZVPD.

```
10
Properties=species:S:1:pos:R:3
C 0.852 0.007 -0.206
C -0.972 -0.557 -0.903
H 2.283 -0.304 1.247
H -1.952 -0.633 -1.410
N 1.856 -0.510 0.146
N 0.100 -0.322 -1.475
N -1.245 -0.671 0.527
N -1.021 0.253 1.243
N -0.494 1.432 0.687
N 0.592 1.306 0.146
```

Computed properties:
Highest occupied orbital energy   -9.716 eV
Gap between HOMO and LUMO   8.743 eV
ΔE to the lowest compared entry with this formula, charge and spin   373.92 kJ/mol

Löwdin population analysis, charges in e, atoms 1 to 5: number 1, C, carries -0.6647; number 2, C, carries -0.2287; number 3, H, carries 0.1896; number 4, H, carries 0.1247; number 5, N, carries 0.1713

(4)
Computed, not measured: one molecule with the formula C2H2NO2P at a distorted geometry, with wB97M-V/def2-TZVPD.

```
8
Properties=species:S:1:pos:R:3
O -0.528 1.048 -0.029
C 0.555 0.224 0.011
C 0.723 -1.124 -0.131
O 2.088 -1.429 -0.042
N 2.898 -0.368 0.118
P 2.340 1.095 -0.036
H -0.193 1.915 0.409
H 0.123 -2.019 -0.253
```

Computed properties:
Structure (SMILES)   Oc1conp1
Highest occupied orbital energy   -9.252 eV
Gap between HOMO and LUMO   9.233 eV
ΔE to the lowest compared entry with this formula, charge and spin   332.67 kJ/mol

Löwdin population analysis, charges in e, atoms 1 to 5: number 1, O, carries -0.0698; number 2, C, carries -0.4692; number 3, C, carries -0.0957; number 4, O, carries -0.1868; number 5, N, carries -0.3935

(5)
Computed, not measured: an isolated ion of composition C2H2NO2P2 and charge -1 at a distorted geometry, with wB97M-V/def2-TZVPD.

```
9
Properties=species:S:1:pos:R:3
O 0.903 3.013 2.134
C 0.797 2.172 1.344
N 0.367 1.491 0.426
P 0.922 -0.123 -0.152
C -0.419 -1.311 0.180
P -1.399 -2.027 -1.052
O -1.440 -1.265 -2.355
H 0.741 -0.050 -1.612
H -0.472 -1.901 1.086
```

Computed properties:
Structure (SMILES)   O=C=NP/C=P\[O-]
Highest occupied orbital energy   -3.773 eV
Gap between HOMO and LUMO   7.229 eV
ΔE to the lowest compared entry with this formula, charge and spin   31.57 kJ/mol
Charge   -1

Löwdin population analysis, charges in e, atoms 1 to 5: number 1, O, carries 0.0954; number 2, C, carries -0.4953; number 3, N, carries -0.1418; number 4, P, carries 0.6889; number 5, C, carries -0.7888

(6)
Computed, not measured: a 2-piece molecular cluster, C2H2NO3S overall at a distorted geometry, with wB97M-V/def2-TZVPD.

```
9
Properties=species:S:1:pos:R:3
C -4.134 0.335 -0.369
C 0.002 0.065 0.158
N -1.207 0.576 0.197
O -4.207 1.404 -0.874
O -2.065 0.066 -0.670
O -1.661 1.266 1.131
S -4.513 -0.880 0.527
H 0.245 -0.471 -0.786
H 0.627 0.700 0.839
```

Computed properties:
Highest occupied orbital energy   -3.649 eV
Gap between HOMO and LUMO   7.114 eV
ΔE to the lowest compared entry with this formula, charge and spin   349.33 kJ/mol
Charge   -1

Löwdin population analysis, charges in e, atoms 1 to 5: number 1, C, carries -0.9278; number 2, C, carries -0.0542; number 3, N, carries -0.5205; number 4, O, carries 0.0323; number 5, O, carries -0.2230

(7)
Computed, not measured: an isolated ion of composition C2H2NO3S and charge -1 at a distorted geometry, with wB97M-V/def2-TZVPD.

```
9
Properties=species:S:1:pos:R:3
C -2.615 0.143 -1.018
C -0.800 -0.842 0.110
N 0.102 -1.860 -0.270
O -1.404 -0.334 -0.953
O -0.967 -0.422 1.233
O -4.888 0.394 0.183
S -3.445 -0.153 0.460
H 0.073 -2.073 -1.277
H 0.164 -2.599 0.421
```

Computed properties:
Highest occupied orbital energy (alpha / beta)   -2.654 / -2.655 eV
Gap between HOMO and LUMO (alpha / beta)   6.233 / 6.233 eV
ΔE to the lowest compared entry with this formula, charge and spin   281.89 kJ/mol
Charge   -1

Löwdin population analysis, charges in e, atoms 1 to 5: number 1, C, carries -0.4021; number 2, C, carries -0.6914; number 3, N, carries 0.1436; number 4, O, carries -0.1808; number 5, O, carries 0.0005

(8)
Computed, not measured: C2H2NO3S as an isolated structure at a distorted geometry, with wB97M-V/def2-TZVPD.

```
9
Properties=species:S:1:pos:R:3
C -0.587 0.573 -0.037
C -0.943 -0.892 -0.052
N 0.951 0.841 0.014
O 0.040 -1.737 0.069
O -2.107 -1.134 -0.257
O 1.887 -0.174 0.113
S -1.591 1.822 -0.169
H 1.175 1.821 0.163
H 1.176 -1.119 0.156
```

Computed properties:
Highest occupied orbital energy (alpha / beta)   -3.787 / -3.785 eV
Gap between HOMO and LUMO (alpha / beta)   7.365 / 7.364 eV
ΔE to the lowest compared entry with this formula, charge and spin   170.57 kJ/mol
Charge   -1

Löwdin population analysis, charges in e, atoms 1 to 5: number 1, C, carries -0.7033; number 2, C, carries -0.6901; number 3, N, carries -0.1109; number 4, O, carries -0.0321; number 5, O, carries 0.0086